# 1
This record from the OMol25 dataset describes a cluster of 2 separate species, C7H11N3O in total at a distorted geometry. The level of theory is wB97M-V/def2-TZVPD.

Geometry as ORCA input:
```
! RIJCOSX wB97M-V def2-TZVPD def2/J DEFGRID3
* xyz 0 3
C -0.5284 2.6550 1.5536
C 1.0586 1.2842 1.5863
C 2.7606 -1.7375 -0.8398
C 3.1695 -0.7568 -1.6297
C -2.6113 -0.1883 -1.0775
C -2.4022 -0.9546 0.1836
C -0.0017 -0.7266 0.6705
N 0.8358 2.5359 1.6732
N -1.0691 1.5351 1.2467
N -0.0743 0.6107 1.1312
O -0.9773 -1.3145 0.3025
H -0.8664 3.6560 1.5748
H 2.0399 0.8662 1.4091
H 2.0178 -2.4225 -1.0733
H 3.1702 -1.9018 0.0942
H 2.8339 -0.6478 -2.5764
H -2.3129 -0.6593 -2.0130
H -3.6518 0.0601 -1.0603
H -2.0038 0.6643 -0.9201
H -2.8066 -1.9680 0.0908
H -2.6842 -0.4066 1.0053
H 4.1037 -0.1830 -1.3316
*
```

Properties
E_LUMO (alpha / beta) ... 0.9 / -1.3 eV
Total energy ... -512.562577 Ha

# 2
This record from the OMol25 dataset describes a cluster of 2 separate species, C5H8O4 in total. The level of theory is wB97M-V/def2-TZVPD.

Geometry as ORCA input:
```
! RIJCOSX wB97M-V def2-TZVPD def2/J DEFGRID3
* xyz -1 2
C -0.2396 2.3213 -0.0874
C -1.1350 3.1783 -0.9142
O -1.1755 4.3978 -0.9427
O -1.8924 2.5653 -1.7778
H -0.7250 1.6423 0.6152
H 0.3311 2.9994 0.5345
H 0.3416 1.6566 -0.7164
C 0.7503 -2.3928 0.2039
C -0.7111 -2.0421 0.4718
C 1.6975 -1.1517 0.3761
O 1.1848 -0.0651 0.0007
O 2.8422 -1.3746 0.8006
H 1.1567 -3.2519 0.7401
H 0.9014 -2.6227 -0.8483
H -1.1218 -1.7284 -0.4892
H -0.8525 -1.2669 1.2236
H -1.3527 -2.8648 0.8094
*
```

Properties
E_LUMO (alpha / beta) ... 3.4 / 0.2 eV
Total energy ... -496.284783 Ha